Molecular formula: C51H56Ge2N2O7P3RuS2
Method: DFT, wB97M-V/def2-TZVPD

```
124
Properties=species:S:1:pos:R:3:forces:R:3:mulliken_spin:R:1
O 0.46401 4.60295 0.77825 0.0669 -0.0440 -0.0564 0.0054
H 0.47524 1.39682 6.27980 0.0046 0.0131 0.0037 0.0010
H -4.66598 0.61422 -0.55885 0.0467 -0.0281 -0.0635 -0.0020
C 0.39203 -3.07503 -6.67881 0.0148 -0.0054 0.0031 -0.0001
C -3.35682 1.82066 -6.84928 -0.0101 -0.0045 0.0136 0.0007
C -1.80702 -2.38491 3.56179 0.0744 -0.0118 0.0849 -0.0253
H 2.41303 3.19570 -0.30846 -0.1774 0.0530 0.0185 0.0112
H -4.55672 -3.19632 1.56702 -0.0010 -0.0046 -0.0018 0.0011
H -4.52740 0.27047 -5.92647 -0.0055 -0.0033 -0.0020 0.0001
H 6.95247 1.39094 0.45009 -0.0023 0.0141 0.0011 -0.0017
H -5.59877 -1.90143 -0.58177 -0.0486 0.0250 -0.0763 0.0005
H 1.73229 2.21546 3.72082 -0.0070 -0.0070 0.0054 0.0035
C -5.76933 -1.10339 0.14566 0.0411 -0.0047 0.0442 0.0009
C 2.44211 -2.93879 -0.23545 0.0189 -0.0664 0.0254 0.1981
H -3.11812 3.67743 6.72074 -0.0048 -0.0019 0.0037 -0.0002
C 1.92618 0.10694 4.12806 -0.0027 0.0266 0.0286 0.0471
H 2.51602 -1.92748 4.50436 -0.0039 -0.0084 0.0127 -0.0018
H -4.52992 -3.47536 -1.32237 -0.0251 0.0045 0.0042 -0.0011
C -0.51175 1.66746 5.91892 -0.0437 -0.0871 0.0569 0.0112
H -0.85401 4.01874 -2.22106 0.0653 -0.0376 -0.0695 0.0005
C 4.15206 -0.58530 4.79000 -0.0164 -0.0150 -0.0011 0.0036
Ge -2.77467 -0.95646 0.03124 -0.3619 -0.5851 -0.0391 0.0096
C -3.51367 -3.91279 -3.94866 0.0190 -0.0087 0.0123 0.0013
C -2.52989 2.95049 6.17298 -0.0065 0.0104 -0.0016 0.0003
N 2.52747 0.59411 -0.25782 -0.0495 -0.0492 -0.0453 0.6110
P 0.12970 0.23277 -4.27010 0.2550 -0.1375 0.1589 0.0224
H 3.50807 -2.91454 -0.42447 0.0047 0.0056 -0.0014 -0.0072
S 1.78805 1.21409 -4.60593 0.0322 0.0212 -0.0155 0.0096
H -3.37604 -4.65797 -4.73492 0.0016 -0.0021 -0.0057 0.0000
H -2.80156 -2.02626 1.16381 -0.0141 0.1511 -0.1721 -0.0192
Ru -0.57287 0.24117 -0.03942 0.3444 0.8767 0.8051 2.2412
H -5.89708 -3.55484 2.66491 0.0026 -0.0064 0.0092 0.0002
C -0.15078 0.48391 1.85073 -0.3616 -0.1904 -0.1043 0.6524
C -0.06918 -2.67744 5.17547 -0.0124 0.0096 -0.0028 -0.0003
O -2.95378 2.57573 -1.56982 -0.0004 -0.0170 0.0265 0.0090
H -1.95591 3.26927 -7.58198 0.0020 0.0100 0.0037 0.0000
H 4.05994 2.75107 4.24469 0.0168 0.0382 0.0070 0.0005
C 1.77146 -4.13462 -0.10338 0.0157 -0.0150 -0.0185 -0.0527
H -0.88244 3.01751 7.54719 0.0018 -0.0027 0.0062 0.0002
H -0.15575 -5.02363 0.25474 -0.0102 -0.0023 0.0096 0.0079
C 0.36122 -1.63939 0.07033 0.2480 0.0588 -0.0720 0.2953
C -0.25411 -2.88317 0.20717 -0.0014 0.0266 0.1026 -0.1275
H -0.20385 -4.43515 6.39872 0.0048 0.0001 0.0013 -0.0001
C 4.47936 3.66768 0.02564 -0.0046 -0.0316 -0.0162 -0.0680
C -3.44189 -3.52898 -1.41997 0.0437 0.0170 -0.0347 -0.0071
C 3.40676 2.81356 -0.14738 0.0222 0.1271 0.0486 0.1077
H 4.30036 4.73474 -0.00796 0.0178 0.0113 0.0019 -0.0038
C -2.39859 -3.57060 3.97482 0.0172 -0.0038 -0.0121 0.0040
H -3.07844 -3.98956 -0.49468 -0.0231 -0.0028 0.0282 0.0028
H -7.25626 -1.75926 1.57519 -0.0050 0.0035 0.0239 0.0002
C 1.77123 -1.70750 -0.12737 0.0049 0.0379 -0.0005 -0.3239
C -0.65516 -3.86538 5.59452 0.0079 -0.0049 -0.0030 -0.0001
C -5.64102 -3.16324 1.67716 -0.0223 0.0344 0.0037 -0.0055
C -0.99371 1.10592 4.73958 0.0036 0.0863 -0.0799 0.0011
C -2.83115 -2.13857 -1.58753 0.0126 0.0022 0.0286 -0.0071
H -1.31418 -2.93424 0.39814 0.0256 -0.0085 0.0087 -0.0025
H 0.14103 -0.95749 -6.92419 -0.0037 -0.0047 -0.0085 0.0001
H -5.79982 -1.11008 2.30254 -0.0298 0.0212 0.0074 0.0004
O -0.12171 2.38864 -0.45827 0.3319 -0.3604 0.2134 0.0285
H -6.06800 -3.83615 0.92891 0.0089 -0.0052 -0.0187 -0.0001
H -2.91905 -3.03949 -4.22024 0.0014 0.0138 0.0063 -0.0004
C 0.40759 -4.10598 0.13347 -0.0273 -0.0008 -0.0034 0.1435
C -1.81891 -4.31851 4.98973 -0.0014 -0.0151 0.0056 0.0000
H 4.83941 -1.37736 5.06524 -0.0039 0.0012 -0.0063 -0.0004
H 0.36574 -3.27786 -7.74296 -0.0082 -0.0005 -0.0046 -0.0001
C 0.27877 -1.50212 -4.85420 0.0109 0.0126 -0.0520 0.0018
H -2.26976 -1.81184 2.77000 0.0602 -0.0199 0.1685 0.0264
H 6.59956 3.84630 0.36628 -0.0055 -0.0048 -0.0114 0.0123
C 0.56035 -4.11692 -5.77444 -0.0005 0.0046 -0.0170 0.0016
H 0.65855 -5.13524 -6.13176 0.0061 -0.0039 -0.0013 0.0001
H 0.82282 -2.32940 5.68082 0.0047 0.0027 0.0185 -0.0007
H -0.09220 1.58026 1.89910 -0.0301 -0.0144 -0.0099 0.0538
H -0.07464 2.39792 -6.19927 0.0066 -0.0023 0.0046 0.0004
C 3.60775 1.43538 -0.08511 -0.0789 -0.0525 0.0653 -0.0718
H 2.30809 -5.07257 -0.18511 0.0001 0.0015 0.0043 -0.0006
H -2.27592 -5.24625 5.31384 -0.0016 -0.0024 0.0015 0.0001
C 4.59347 0.72696 4.72726 0.0523 0.0099 -0.0010 0.0002
H -4.57236 0.40405 1.14893 -0.0512 0.0249 0.0076 0.0063
O -2.42027 1.55704 0.69422 -0.0951 -0.1584 -0.3068 -0.1065
C -1.05566 1.94029 -6.15675 -0.0077 0.0024 -0.0242 0.0025
Ge 0.03843 -0.15393 3.63888 0.1797 -0.0463 -0.0502 0.1301
P -0.37829 3.84901 -0.16479 -0.0186 0.1008 -0.0091 0.0119
H -2.61977 1.12472 3.32699 0.0086 0.0068 -0.0178 -0.0286
H -2.01366 -4.62872 -2.58882 0.0085 -0.0089 -0.0002 0.0045
H -3.57047 -5.43299 -2.42250 0.0194 -0.0114 0.0016 -0.0004
C 5.95945 1.79404 0.28504 0.0277 0.0605 0.0482 -0.0606
C -2.25279 1.49592 4.27935 0.0232 0.0480 -0.0222 0.0169
C 2.82937 -0.89101 4.48745 0.0214 -0.0004 -0.0774 -0.0060
H -6.61973 -0.53031 -0.23570 -0.0232 -0.0005 0.0295 0.0000
H -3.31347 -3.90695 3.50136 -0.0001 0.0019 0.0011 0.0004
C 0.45557 -2.54671 -3.95403 0.0085 0.0063 0.0119 -0.0010
O -1.94520 3.97982 0.28135 0.0738 -0.0530 -0.0724 0.0025
H -2.65538 -0.56356 -4.54446 -0.0101 0.0048 0.0145 -0.0023
S -0.69486 0.06048 -2.45331 -0.5838 0.1164 -0.6846 0.0885
H 5.62425 0.96685 4.96059 0.0005 -0.0014 -0.0171 -0.0001
C 4.89512 0.92450 0.13592 0.0259 -0.0513 0.0271 0.2016
H -3.75300 2.98004 -1.92451 -0.0053 0.0055 -0.0347 -0.0009
O -0.38103 4.59026 -1.60094 -0.0946 0.0058 0.0572 0.0028
C -2.11064 2.42120 -6.92590 0.0056 -0.0100 0.0058 -0.0002
C -1.27510 2.58098 6.63585 0.0157 -0.0039 0.0053 0.0013
C 5.76303 3.17014 0.23642 -0.0035 -0.0173 0.0166 0.1217
P -3.00969 2.79389 0.04707 0.0497 0.0834 0.1669 -0.0530
C 0.60221 -3.84882 -4.41402 -0.0061 -0.0015 0.0067 -0.0002
H -4.56611 -3.61436 -3.94203 -0.0119 -0.0017 -0.0111 -0.0001
C -2.50463 0.26332 -5.22840 0.0224 0.0037 -0.0199 0.0018
H -4.18059 2.19987 -7.44236 -0.0036 -0.0033 -0.0067 0.0001
C -3.09546 -4.45900 -2.58723 -0.0119 -0.0071 0.0150 -0.0034
H -3.33900 -1.57173 -2.37338 -0.0055 -0.0101 0.0028 -0.0013
C 0.26138 -1.77319 -6.22035 -0.0253 -0.0024 0.0188 -0.0003
C -0.62433 -1.92704 4.13865 0.0012 -0.0220 0.0649 0.0214
H 0.47610 -2.33335 -2.89048 -0.0150 -0.0133 0.0084 0.0029
H 5.03487 -0.14778 0.18540 -0.0075 0.0256 -0.0195 0.0205
H -3.97981 2.71964 4.60274 -0.0023 0.0027 -0.0104 0.0004
C -3.01725 2.40990 4.99036 -0.0061 0.0039 0.0156 0.0162
N 2.63180 -0.64660 -0.26839 -0.1753 -0.0295 -0.1224 0.8099
H -1.79903 -2.25108 -1.91902 -0.0296 0.0032 -0.0456 0.0105
C 2.39873 1.41998 4.03933 -0.0272 -0.0265 0.0495 -0.0128
C -3.55257 0.73713 -5.99848 -0.0072 0.0091 -0.0076 0.0001
C -4.56695 -0.15072 0.21144 0.0641 0.2009 -0.0738 -0.0109
C -6.16558 -1.74138 1.48815 0.0716 -0.0684 -0.0312 0.0022
C 3.71543 1.72978 4.33880 0.0408 -0.0045 -0.0497 0.0041
H 0.74176 -4.65346 -3.70218 -0.0016 0.0031 0.0203 -0.0001
O -4.36757 3.24974 0.41585 0.0502 0.0045 0.0547 0.0099
C -1.24788 0.86208 -5.30644 0.0029 -0.0183 0.0065 -0.0018
```
Positions in Å, forces in eV/Å.

**Molar mass**: 1212.4 g/mol
**Highest occupied orbital energy (spin up / spin down)**: -1.96 / -3.26 eV
**E_tot**: -8682.585747 Eh
**ΔE to the lowest compared entry with this formula, charge and spin**: 75.3 kcal/mol
**Spin multiplicity**: 6
**Orbital gap (spin up / spin down)**: 0.2208 / 0.2447 Ha
**F_max**: 1.2 eV/A
**Net charge**: -2
**<S²>**: 8.824
**LUMO energy (spin up / spin down)**: 4.1 / 3.4 eV